# 1
Below is a 2-piece molecular cluster, C10H15BCl2F3O3 overall, with properties calculated with ωB97M-V with the def2-TZVPD basis set.

Each line ends with the natural charge from an NBO analysis.
Atoms and positions in Å:
O: 0.753 -2.948 0.477  -0.583
C: 1.029 -3.153 -0.671  0.471
C: 1.640 -2.162 -1.640  -0.794
B: 0.922 -0.684 -1.697  0.659
O: 1.459 0.391 -0.829  -0.739
C: 0.345 1.176 -0.380  -0.095
C: -0.764 0.085 -0.435  0.062
C: -2.216 0.433 -0.051  -0.405
C: -3.262 -0.300 -0.933  -0.458
C: -3.391 -1.763 -0.635  0.221
F: -4.121 -2.110 0.453  -0.338
C: -2.910 -2.755 -1.325  0.668
F: -2.249 -2.646 -2.421  -0.274
F: -3.110 -4.003 -0.967  -0.312
O: -0.565 -0.614 -1.650  -0.744
H: 0.851 -4.199 -1.058  0.056
H: 2.714 -2.092 -1.394  0.235
H: 1.586 -2.617 -2.642  0.203
H: 1.188 -0.303 -2.850  -0.173
H: 0.108 2.058 -1.016  0.130
H: 0.681 1.479 0.629  0.183
H: -0.400 -0.627 0.339  0.161
H: -2.366 1.522 -0.129  0.190
H: -2.376 0.100 0.984  0.203
H: -4.248 0.152 -0.749  0.204
H: -2.938 -0.209 -1.976  0.253
Cl: 0.734 2.954 2.142  -0.029
C: 2.134 2.940 3.242  -0.392
C: 3.345 3.594 2.625  -0.393
Cl: 4.001 2.644 1.271  -0.035
H: 2.334 1.906 3.518  0.227
H: 1.841 3.483 4.141  0.211
H: 4.137 3.677 3.369  0.211
H: 3.114 4.591 2.256  0.216

Computed properties:
charge	-1
Kohn-Sham gap	6.1	eV
energy	-1860.6236	a.u.
E_HOMO	-3.50	eV
energy above the lowest of the compared OMol25 structures with the same formula, charge and spin	21.5	kcal/mol

# 2
Below is C10H15BF3N6O2S2V as an isolated structure, with properties calculated with ωB97M-V with the def2-TZVPD basis set.

Each line ends with the natural charge from an NBO analysis.
Atoms and positions in Å:
V: -0.645 -1.239 0.222  0.859
C: -2.068 0.820 -2.827  -0.396
N: -0.692 1.238 -2.684  -0.359
C: 0.223 1.348 -3.709  -0.102
C: 1.408 1.633 -3.128  -0.036
N: 1.230 1.694 -1.764  -0.484
B: 2.487 2.000 -0.855  0.209
N: 2.319 1.440 0.574  -0.507
C: 2.406 2.221 1.704  -0.050
C: 2.265 1.422 2.785  -0.086
N: 2.079 0.144 2.307  -0.350
C: 1.844 -1.040 3.115  -0.412
C: 2.105 0.172 0.957  0.318
S: 1.800 -1.213 -0.029  -0.281
C: -0.056 1.437 -1.499  0.303
S: -0.864 1.313 0.025  -0.332
H: -2.339 0.897 -3.878  0.201
H: -2.712 1.460 -2.227  0.222
H: -2.182 -0.214 -2.492  0.222
H: -0.052 1.200 -4.738  0.215
H: 2.382 1.781 -3.559  0.226
H: 2.627 3.197 -0.759  -0.064
H: 3.418 1.481 -1.418  -0.051
H: 2.550 3.283 1.628  0.224
H: 2.253 1.636 3.839  0.215
H: 1.915 -0.745 4.160  0.196
H: 2.595 -1.794 2.890  0.210
H: 0.846 -1.430 2.916  0.265
N: -2.896 -1.180 0.322  -0.662
N: -3.292 -1.510 1.637  -0.520
C: -2.297 -1.385 2.636  0.879
O: -2.650 -1.302 3.804  -0.702
O: -1.095 -1.403 2.185  -0.827
H: -3.128 -0.218 0.092  0.362
H: -3.315 -1.827 -0.333  0.379
H: -4.193 -1.168 1.931  0.367
F: -2.123 -3.261 -1.602  -0.422
C: -0.987 -3.130 -0.776  0.537
F: 0.011 -3.613 -1.594  -0.388
F: -1.175 -4.143 0.143  -0.381

Computed properties:
charge	-1
2S+1	2
Kohn-Sham gap (alpha / beta)	6.1 / 5.5	eV
energy	-2934.1071	a.u.
E_HOMO (alpha / beta)	-3.45 / -2.84	eV
energy above the lowest of the compared OMol25 structures with the same formula, charge and spin	0.0	kcal/mol

# 3
Below is C10H15Br27IOP2 as an isolated structure, with properties calculated with ωB97M-V with the def2-TZVPD basis set.

Each line ends with the natural charge from an NBO analysis.
Atoms and positions in Å:
C: -3.475 -1.979 1.428  -0.926
P: -3.248 -2.922 -0.105  0.644
P: -1.130 -3.393 -0.513  0.730
O: -0.480 -2.040 0.065  -0.987
I: -0.495 -5.164 1.017  -0.017
H: -4.271 -1.272 1.262  0.275
H: -3.776 -2.693 2.179  0.280
H: -2.548 -1.497 1.690  0.284
H: -3.731 -2.198 -1.196  0.066
H: -3.960 -4.119 -0.048  0.076
H: 0.361 -1.913 -0.415  0.532
C: -0.003 1.161 -2.712  -0.503
Br: -1.390 -0.088 -2.245  0.045
Br: -0.075 2.754 -1.646  0.124
Br: 1.710 0.297 -2.650  0.096
H: -0.183 1.444 -3.737  0.228
C: 4.166 -6.195 1.323  -0.499
Br: 3.666 -4.799 0.092  0.072
Br: 3.587 -5.795 3.113  0.100
Br: 3.525 -7.912 0.744  0.100
H: 5.244 -6.239 1.329  0.231
C: 0.835 -2.039 -6.122  -0.495
Br: 2.641 -2.149 -6.757  0.124
Br: 0.601 -2.977 -4.454  0.076
Br: 0.237 -0.207 -6.014  0.073
H: 0.204 -2.531 -6.845  0.229
C: -3.770 -4.864 4.669  -0.499
Br: -2.329 -3.588 4.704  0.091
Br: -5.377 -4.103 3.922  0.086
Br: -3.260 -6.471 3.752  0.107
H: -3.993 -5.131 5.691  0.236
C: 0.200 -8.650 3.956  -0.509
Br: -1.194 -9.881 4.447  0.102
Br: 0.146 -7.057 5.038  0.082
Br: 1.932 -9.475 3.993  0.116
H: 0.011 -8.349 2.937  0.212
C: -1.113 6.814 -0.948  -0.503
Br: -0.738 8.588 -0.321  0.117
Br: -1.101 5.534 0.494  0.081
Br: -2.764 6.734 -1.936  0.090
H: -0.321 6.539 -1.628  0.223
C: 2.935 8.399 2.004  -0.504
Br: 2.659 6.810 0.949  0.073
Br: 2.520 9.992 1.015  0.100
Br: 1.975 8.326 3.668  0.095
H: 3.988 8.441 2.240  0.229
C: -3.906 -0.062 -5.694  -0.494
Br: -3.490 1.659 -4.942  0.101
Br: -4.012 -1.423 -4.326  0.046
Br: -5.500 -0.016 -6.757  0.128
H: -3.086 -0.337 -6.340  0.229
C: 6.443 11.222 2.159  -0.499
Br: 6.256 9.657 1.055  0.083
Br: 5.965 12.818 1.201  0.104
Br: 5.431 11.037 3.786  0.094
H: 7.484 11.303 2.430  0.228

Computed properties:
charge	+1
Kohn-Sham gap	7.6	eV
energy	-70943.7290	a.u.
E_HOMO	-11.36	eV
energy above the lowest of the compared OMol25 structures with the same formula, charge and spin	6.3	kcal/mol

# 4
Below is a 2-piece molecular cluster, C10H15Br2N3 overall, with properties calculated with ωB97M-V with the def2-TZVPD basis set.

Each line ends with the natural charge from an NBO analysis.
Atoms and positions in Å:
C: -0.890 5.089 1.173  -0.223
C: -0.714 4.508 0.137  -0.026
C: -0.611 3.776 -1.130  -0.474
C: -1.541 2.530 -1.116  -0.385
C: -0.834 1.245 -1.595  -0.459
C: -0.785 0.135 -0.608  0.385
N: 0.048 -0.861 -0.614  -0.213
N: -0.307 -1.628 0.434  -0.082
C: 0.361 -2.856 0.882  -0.297
C: 1.360 -3.430 -0.118  -0.447
C: 2.741 -2.912 0.262  -0.438
Br: 4.083 -3.787 -0.865  -0.062
C: -1.322 -1.126 1.078  0.251
N: -1.656 0.002 0.435  -0.500
H: -1.201 5.604 2.049  0.240
H: -0.851 4.463 -1.936  0.245
H: 0.422 3.434 -1.194  0.236
H: -1.970 2.455 -0.122  0.205
H: -2.360 2.733 -1.802  0.223
H: -1.381 0.870 -2.462  0.247
H: 0.167 1.458 -1.958  0.257
H: -0.395 -3.581 1.174  0.215
H: 0.919 -2.592 1.795  0.309
H: 1.375 -4.504 0.059  0.228
H: 1.123 -3.223 -1.159  0.222
H: 2.791 -1.844 0.076  0.214
H: 2.965 -3.098 1.330  0.286
H: -1.790 -1.539 1.953  0.255
H: -2.428 0.590 0.700  0.448
Br: 2.679 -1.911 3.141  -0.859

Computed properties:
charge	0
Kohn-Sham gap	6.5	eV
energy	-5702.2278	a.u.
E_HOMO	-6.91	eV
energy above the lowest of the compared OMol25 structures with the same formula, charge and spin	0.0	kcal/mol